(1)
Here is C3H8N4S as an isolated structure in a non-equilibrium geometry from the OMol25 dataset. Energies are from ωB97M-V/def2-TZVPD.

Output
Energy above the lowest of the compared OMol25 structures with the same formula, charge and spin, kJ/mol: 493.4
Frontier orbital gap, eV: 7.99
E, eV: -20031.12347
LUMO level, eV: 0.470

ORCA input file:
```
! wB97M-V def2-TZVPD RIJCOSX def2/J DEFGRID3
* xyz 0 1
C 0.0028 -0.7522 -1.4237
C -1.2862 0.2255 -1.3642
C -0.0722 0.6715 0.5150
H 1.3345 -2.0591 1.0939
H 2.2260 -0.1631 1.0003
H -0.2422 -1.8280 -1.8778
H 0.7465 -0.4352 -2.1537
H -2.1413 -0.3486 -0.7257
H -1.5182 0.5656 -2.4099
H -1.6035 2.0227 -0.3381
H 0.4126 -0.3294 3.1372
N 1.5763 -0.9473 0.3696
N 0.3629 -0.4344 -0.0140
N -0.7903 1.3726 -0.5921
N 0.1521 1.3811 1.6476
S 0.8402 1.0582 3.1356
*
```



(2)
Here is a 2-piece molecular cluster, C11H9BFNO7 overall in a non-equilibrium geometry from the OMol25 dataset. Energies are from ωB97M-V/def2-TZVPD.

Output
Frontier orbital gap, eV: 9.76
E, eV: -30772.17060
LUMO level, eV: -0.443
SMILES: O=C1c2ccccc2C(=O)N1B(O)O.O=C1OC[C@@H](F)O1

ORCA input file:
```
! wB97M-V def2-TZVPD RIJCOSX def2/J DEFGRID3
* xyz 0 1
O -0.2774 -4.2268 1.0526
C -0.4299 -3.0548 0.8296
C -1.5757 -2.1146 1.1742
C -2.5246 -2.1601 2.1487
C -3.4151 -1.1077 2.1989
C -3.3709 -0.0612 1.3210
C -2.4248 -0.0285 0.3138
C -1.5459 -1.0633 0.2605
C -0.4011 -1.3573 -0.7050
O -0.2662 -0.9778 -1.8298
N 0.4777 -2.2324 0.0656
B 1.3434 -1.3062 0.8309
O 2.4427 -0.7810 0.1930
O 1.0781 -0.8913 2.1308
H -2.5537 -2.9883 2.8461
H -4.1804 -1.1127 2.9677
H -4.0892 0.7466 1.3865
H -2.3646 0.7699 -0.4168
H 3.1822 -0.7289 0.8060
H 1.5890 -1.3599 2.7980
C 1.6222 1.7248 -1.7170
C 1.2254 2.8600 -2.6225
O 2.0910 3.9017 -2.2093
C 3.2247 3.3001 -1.7361
O 4.2520 3.8578 -1.5542
O 3.0146 1.9786 -1.5101
F -0.0600 3.2435 -2.4093
H 1.0986 1.7571 -0.7595
H 1.4655 0.7488 -2.1681
H 1.3724 2.6639 -3.6861
*
```



(3)
Here is C28H31N5O3Pt as an isolated structure in a non-equilibrium geometry from the OMol25 dataset. Energies are from ωB97M-V/def2-TZVPD.

Output
Energy above the lowest of the compared OMol25 structures with the same formula, charge and spin, kJ/mol: 89.4
Frontier orbital gap (spin up / spin down), eV: 7.53 / 6.79
E, eV: -46361.74775
LUMO level (spin up / spin down), eV: -6.555 / -7.290
Expectation value of S²: 2.0044

ORCA input file:
```
! wB97M-V def2-TZVPD RIJCOSX def2/J DEFGRID3
* xyz 2 3
Pt 0.1992 0.7247 -0.4779
C 3.6229 2.8737 1.5139
O 2.5774 3.8145 1.1201
C 1.6035 3.0321 0.6464
N 1.8496 1.7763 0.5312
C 3.0983 1.4563 1.1156
C 2.9886 0.5574 2.2875
C 3.9965 -0.4362 2.5214
C 3.9800 -1.0982 3.7553
C 2.9701 -0.9389 4.6645
C 1.9621 -0.0552 4.4110
C 1.9968 0.7671 3.2857
C 0.5010 3.7593 -0.0067
C 0.3563 5.0860 -0.2993
C -0.6397 5.5658 -1.2267
C -1.4053 4.4815 -1.7818
C -1.3186 3.2154 -1.2757
N -0.3543 2.8326 -0.4688
C -2.0667 2.0568 -1.9131
N -1.6835 0.8417 -1.7540
C -2.6321 0.0504 -2.5654
C -3.2577 1.1287 -3.4590
O -3.0871 2.3741 -2.6806
C -1.7961 -0.9689 -3.3684
C -0.5197 -0.5741 -3.8607
C 0.2611 -1.4676 -4.5165
C -0.2356 -2.7426 -4.7791
C -1.5054 -3.1182 -4.3732
C -2.2219 -2.2166 -3.6172
H 3.8371 3.0480 2.5998
H 4.4530 3.1604 0.9059
H 3.7420 0.9989 0.3413
H 4.7702 -0.4892 1.8805
H 4.8111 -1.7995 3.9432
H 2.9392 -1.4539 5.5926
H 1.2239 0.0612 5.2329
H 1.1942 1.4445 2.9197
H 1.0701 5.7819 0.1107
H -0.7048 6.5797 -1.6277
H -2.0794 4.7626 -2.5487
H -3.3784 -0.3614 -1.8823
H -4.2927 0.9569 -3.6889
H -2.7518 1.1440 -4.4340
H -0.1464 0.4235 -3.7611
H 1.2901 -1.2476 -4.8503
H 0.3183 -3.5620 -5.3524
H -1.9819 -4.0952 -4.5630
H -3.1750 -2.5836 -3.2972
C -2.3848 -0.9346 3.1405
N -1.5378 -1.9329 2.3804
C -1.5914 -3.2760 2.9748
C -0.7842 -1.4526 1.3222
O -0.5323 -0.1464 1.2887
N -0.3823 -2.3197 0.3693
C 0.7972 -1.9217 -0.4272
C -1.0256 -3.6000 0.1632
H -2.2739 0.0140 2.6204
H -2.1146 -0.8786 4.2224
H -3.4232 -1.2254 3.1016
H -0.5194 -3.5533 3.0714
H -2.2387 -3.9997 2.4618
H -1.8796 -3.2425 4.0085
H 1.4885 -1.4428 0.2612
H 0.4989 -1.2721 -1.2439
H 1.2354 -2.7436 -0.9586
H -2.0367 -3.5554 0.5361
H -0.5355 -4.3724 0.6852
H -1.1387 -3.6913 -0.9277
*
```